# 1
Molecular formula: C3H9N3O2
Method: DFT, ωB97M-V/def2-TZVPD

Geometry as XYZ:
```
17
Properties=species:S:1:pos:R:3:forces:R:3
O 0.7841 -2.2090 -0.1768 -0.548 0.890 0.345
O -1.0222 0.8892 1.3645 -0.695 -0.747 -1.036
N -1.9691 1.4367 -1.3385 0.772 0.391 -0.999
N 1.3347 -1.0060 1.6611 -0.354 0.415 0.236
N -1.4880 0.2156 -0.8287 -0.079 -0.633 2.673
C 1.0355 -1.1320 0.3424 2.556 0.601 -2.518
C 1.6415 0.1646 -0.5981 -1.131 -2.193 1.974
C -1.3789 0.0242 0.5696 -0.483 1.180 -1.122
H 1.6150 1.0461 0.0404 0.216 0.108 -0.278
H 1.2279 -0.0969 2.0936 0.046 -0.226 -0.097
H -1.7880 -0.9543 0.8781 0.721 -0.064 -0.014
H -1.2144 1.8245 -1.9083 -0.275 0.180 0.179
H 2.6455 -0.2109 -0.7913 0.134 0.327 0.141
H 1.1549 -1.8126 2.2445 -0.107 0.128 -0.117
H -2.1386 2.1215 -0.5990 0.131 -0.665 0.135
H -1.5916 -0.6219 -1.3974 -0.584 0.539 0.203
H 1.1514 0.3214 -1.5561 -0.317 -0.229 0.295
```
Forces are in eV/Å.

- maximum force (eV Å⁻¹) = 3.64
- HOMO-LUMO gap (eV) = 9.9172
- structure (SMILES) = CC(N)=O.NNC=O
- DFT total energy (hartree) = -434.41798
- E_HOMO (hartree) = -0.3351
- 2S+1 = 1

***

# 2
Molecular formula: C3H9NO4
Method: DFT, ωB97M-V/def2-TZVPD

Geometry as XYZ:
```
17
Properties=species:S:1:pos:R:3:forces:R:3
O 2.3618 0.6064 -1.1413 0.018 -0.226 -0.800
O 1.3420 3.4218 -0.0568 -0.487 -0.101 -0.314
O -3.1132 -0.7642 -1.3881 0.828 0.560 -0.118
O -0.3359 0.0199 2.2007 0.601 0.027 0.085
N 0.5458 0.2401 0.1605 0.645 0.006 -0.247
C 1.4698 -0.1302 -0.8373 -0.460 0.159 1.301
C 0.1234 -0.5404 1.2282 -1.624 0.068 0.216
C -0.1025 -2.0124 1.0542 0.567 -0.705 -0.188
H 1.2499 -1.1303 -1.2260 0.390 -0.095 -0.324
H 0.4494 -2.6938 1.7056 0.335 0.563 0.162
H 0.0434 -2.3834 0.0496 -0.028 0.060 -0.337
H 0.3860 3.3225 -0.1499 0.007 0.241 0.232
H 0.6273 1.2129 0.4316 0.303 0.133 0.078
H -2.3111 -0.3460 -1.7379 -0.103 -0.532 -0.486
H 1.6152 3.5018 -0.9793 0.325 -0.081 0.137
H -3.2259 -0.1623 -0.6529 -0.685 -0.022 0.644
H -1.1255 -2.1624 1.3392 -0.632 -0.055 -0.041
```
Forces are in eV/Å.

- maximum force (eV Å⁻¹) = 1.64
- HOMO-LUMO gap (eV) = 10.6996
- structure (SMILES) = CC(=O)NC=O.O.O
- DFT total energy (hartree) = -475.42685
- E_HOMO (hartree) = -0.3845
- 2S+1 = 1

***

# 3
Molecular formula: C24H29BrN3OZn
Method: DFT, ωB97M-V/def2-TZVPD

Geometry as XYZ:
```
59
Properties=species:S:1:pos:R:3:forces:R:3
Br -0.7388 0.8910 -2.2728 -0.352 0.048 0.011
Zn -0.0470 0.0728 0.0926 0.258 -0.096 -0.122
O -1.9256 -0.0509 0.3262 0.069 -0.047 0.120
N 2.0755 0.1490 -0.4866 -0.376 -0.056 0.292
N 2.8692 -0.5476 1.6498 0.031 0.035 -0.072
N 0.5225 -0.5180 1.9727 0.168 0.071 -0.053
C -3.4954 0.9451 -2.8492 0.052 0.014 -0.015
C -5.1814 0.3475 -1.3149 -0.001 0.019 -0.065
C 0.9157 -1.3016 4.6122 0.007 0.025 -0.114
C -0.3718 -1.0870 4.1262 -0.006 0.008 -0.036
C -4.8437 0.7904 -2.5901 0.097 0.030 -0.091
C -5.3359 1.5529 -4.9628 -0.002 -0.061 0.187
C -6.8481 2.1863 -3.0957 0.049 -0.026 -0.044
C 3.6982 0.6450 -2.1936 0.026 0.020 -0.062
C -2.8946 0.2015 -0.5529 -0.168 0.053 -0.164
C -0.5161 -0.7059 2.8177 -0.159 -0.017 0.189
C -6.7360 -0.1936 -3.8846 0.044 0.047 -0.019
C -5.7630 -1.6913 0.7385 0.040 0.031 -0.002
C 4.4252 -0.0572 -0.0466 0.034 0.003 -0.050
C -4.2861 0.0481 -0.2936 0.131 -0.028 0.101
C -5.8715 0.6897 1.5350 0.036 -0.019 -0.020
C -4.9419 -0.4217 1.0197 -0.061 -0.018 0.070
C -3.9792 -0.7583 2.1573 0.009 0.018 -0.129
C -5.9210 1.0826 -3.6270 -0.129 0.008 -0.025
C 1.9816 -1.1171 3.7660 0.059 -0.018 0.020
C 2.4124 0.5304 -1.7370 0.142 0.058 -0.214
C 3.0802 -0.1404 0.3494 0.032 0.009 -0.104
C 1.7568 -0.7167 2.4420 -0.225 -0.080 0.192
C 4.7400 0.3400 -1.3208 -0.128 -0.060 0.177
C -2.6003 0.6530 -1.8423 0.193 -0.008 0.037
H -6.6605 0.9309 0.8234 -0.005 0.010 0.028
H 1.5988 0.7472 -2.4101 0.121 -0.020 0.066
H -7.3633 1.8802 -2.1840 0.001 0.001 -0.009
H -4.5585 -1.0759 3.0270 -0.012 0.014 -0.028
H -4.7710 2.4799 -4.8475 0.016 -0.001 -0.031
H 2.9952 -1.2799 4.1087 -0.004 0.017 -0.009
H 1.0795 -1.6102 5.6358 0.016 0.007 -0.004
H -1.2457 -1.2137 4.7475 0.001 -0.009 -0.013
H -3.1256 1.2832 -3.8055 -0.046 0.012 -0.030
H -5.3030 1.6011 1.7302 -0.022 0.012 0.012
H 5.7732 0.4081 -1.6317 0.000 0.008 -0.014
H -7.6017 2.4268 -3.8479 -0.034 0.010 0.040
H -1.4883 -0.5345 2.3873 -0.040 0.014 -0.074
H -6.0872 -0.9991 -4.2338 -0.020 -0.009 -0.008
H -6.3438 0.3721 2.4666 -0.013 0.012 -0.005
H -7.4874 -0.0007 -4.6524 -0.032 -0.034 0.025
H -6.5490 -1.5197 0.0038 -0.004 -0.026 0.018
H -7.2495 -0.5367 -2.9853 0.000 0.004 -0.009
H 5.2019 -0.3123 0.6623 -0.006 0.017 0.005
H -6.1529 1.7437 -5.6585 0.021 0.011 -0.031
H -6.2354 0.2246 -1.1006 0.040 0.002 0.003
H -3.3974 0.1185 2.4396 0.063 -0.021 0.027
H 3.7256 -0.7332 2.1419 0.075 -0.012 0.028
H -6.2338 -2.0375 1.6607 -0.011 -0.007 -0.011
H -6.2795 3.0921 -2.8770 -0.022 0.011 -0.001
H -4.6893 0.7929 -5.4057 0.015 0.021 -0.023
H 3.8901 0.9621 -3.2078 -0.061 -0.009 -0.004
H -3.3206 -1.5777 1.8719 0.113 0.023 0.052
H -5.1169 -2.4867 0.3619 -0.021 -0.018 0.003
```
Forces are in eV/Å.

- maximum force (eV Å⁻¹) = 0.48
- HOMO-LUMO gap (eV) = 7.3454
- DFT total energy (hartree) = -5524.65688
- E_HOMO (hartree) = -0.3817
- 2S+1 = 1
- total charge = +1

***

Record-wise molar mass values, in g mol⁻¹: 119.1; 123.1; 520.8
Record-wise LUMO level values, in eV: 0.7993; 0.2361; -3.0398